No. 1
DFT (the ωB97M-V functional and the def2-TZVPD basis) results for a molecular structure, C50H30F15GeN5NiP2S2 in a non-equilibrium geometry.

multiplicity = 3
expectation value of S² = 2.017

Each line ends with the Mulliken spin population.
Atoms and positions in Å:
Ni -1.82233 0.02366 2.08458  1.019
N -3.92418 -4.17171 1.72219  0.005
C -3.40796 -3.00137 2.11986  0.010
S -1.76573 -3.12338 2.81383  0.027
N -4.19021 -1.98157 2.15874  -0.003
N -3.63678 -0.80549 2.59625  0.020
C -4.39251 -0.04775 3.26675  0.024
C -3.88932 1.23663 3.71085  -0.005
C -4.69545 2.19967 4.31108  -0.005
C -4.12065 3.46876 4.53581  0.002
C -2.78781 3.59909 4.25413  0.003
C -2.02157 2.55039 3.82290  0.007
N -2.55817 1.36778 3.43712  0.003
H -3.45252 -5.04024 1.85281  0.000
H -4.91627 -4.15959 1.51284  0.000
H -5.41933 -0.31508 3.45935  0.003
H -5.72686 1.98200 4.45396  0.000
H -4.69790 4.32732 4.77090  0.000
H -2.24592 4.53174 4.38939  0.001
H -0.95484 2.69360 3.59219  -0.003
C 0.73412 2.25050 1.45198  -0.006
N 0.07097 2.17361 0.11675  -0.001
P 1.07273 1.12495 -0.90037  -0.001
C 0.53205 1.47905 -2.61736  0.001
C 0.36390 2.74871 -3.17373  0.000
C 0.21258 2.81599 -4.52463  0.000
C 0.28023 1.66677 -5.35858  0.000
C 0.38023 0.44032 -4.76642  -0.001
C 0.44279 0.33169 -3.39140  -0.003
C 2.62224 2.07073 -0.98132  -0.004
C 2.76357 3.44270 -0.98032  -0.004
C 3.98898 3.99390 -1.29420  0.000
C 5.11446 3.17573 -1.54793  0.000
C 5.02385 1.79417 -1.45009  0.000
C 3.74585 1.28534 -1.16144  0.034
P -1.52831 1.59943 0.36673  -0.049
C -2.36840 3.18647 0.67686  0.014
C -1.65629 4.37907 0.88148  0.000
C -2.29678 5.57245 1.24060  0.000
C -3.64995 5.59273 1.41230  0.001
C -4.40904 4.44588 1.18067  -0.002
C -3.79371 3.22626 0.84888  -0.001
C -2.22267 1.12566 -1.22392  0.018
C -2.69121 2.00801 -2.19894  0.003
C -3.25254 1.51515 -3.37505  0.000
C -3.31468 0.11109 -3.55983  0.000
C -2.83857 -0.78704 -2.61147  0.000
C -2.32530 -0.24181 -1.41258  -0.009
H 1.52906 3.00409 1.45767  -0.001
H 1.18245 1.27000 1.74645  0.018
H 0.01532 2.58105 2.19455  0.008
H 0.32120 3.65395 -2.54918  0.000
H 0.06772 3.80218 -4.92936  0.000
H 0.21852 1.81230 -6.41281  0.000
H 0.29659 -0.42529 -5.35098  0.000
H 0.53988 -0.61015 -2.89295  0.002
H 1.90187 4.07145 -0.82354  0.000
H 4.15431 5.04822 -1.26081  0.000
H 6.00605 3.68443 -1.82155  0.000
H 5.84760 1.16601 -1.59160  0.000
H 3.52612 0.21302 -1.11785  -0.025
H -0.56523 4.39270 0.76128  0.001
H -1.74348 6.45347 1.40434  0.000
H -4.13169 6.53012 1.66990  0.000
H -5.48665 4.50125 1.21819  0.000
H -4.38536 2.33058 0.64439  0.000
H -2.72505 3.09402 -2.04112  0.000
H -3.65276 2.22136 -4.08258  0.000
H -3.78029 -0.23073 -4.49073  0.000
H -2.86304 -1.87407 -2.75114  0.000
H -2.05166 -0.92429 -0.60620  -0.008
F 3.51012 -4.65868 2.57782  0.002
C 2.25610 -5.08740 2.46175  -0.020
C 1.45329 -4.68591 1.41074  0.180
C 0.22038 -5.25163 1.35169  -0.037
F -0.56074 -4.97297 0.30153  -0.005
C -0.28645 -6.15826 2.26800  -0.012
F -1.51225 -6.60669 2.13945  0.000
C 0.55351 -6.57513 3.28391  0.006
F 0.08073 -7.41098 4.21865  0.001
C 1.80599 -6.05586 3.37776  -0.005
F 2.59039 -6.39752 4.39351  0.000
Ge 1.79170 -3.15166 0.16932  0.509
S -0.68651 -1.83803 1.44604  0.101
C 3.35542 -2.18733 0.85647  0.222
C 3.12597 -1.14039 1.67586  -0.067
F 1.95231 -1.05149 2.29702  -0.022
C 4.04285 -0.10349 1.99957  -0.008
F 3.65323 0.90724 2.76654  0.000
C 5.25075 -0.14591 1.33661  0.015
F 6.11532 0.86285 1.54987  0.001
C 5.56055 -1.17682 0.46289  0.009
F 6.67400 -1.16368 -0.29589  0.000
C 4.64403 -2.21694 0.30859  -0.039
F 5.02585 -3.24433 -0.46067  -0.001
C 2.19635 -3.71804 -1.68176  0.145
C 2.72290 -2.79683 -2.59121  -0.009
F 3.11706 -1.62851 -2.14488  -0.020
C 2.72367 -3.00222 -3.95803  -0.011
F 3.09438 -2.03304 -4.79692  0.000
C 2.27134 -4.18759 -4.47068  0.031
F 2.30447 -4.44099 -5.79098  0.002
C 1.84766 -5.19728 -3.60513  -0.010
F 1.31940 -6.29966 -4.07394  0.000
C 1.81979 -4.91535 -2.23649  -0.053
F 1.37015 -5.89709 -1.43358  0.002


No. 2
DFT (the ωB97M-V functional and the def2-TZVPD basis) results for a molecular structure, C17H16CoN8O2S2.

multiplicity = 5
net charge = +1
expectation value of S² = 6.037

Each line ends with the Mulliken spin population.
Atoms and positions in Å:
Co -0.36961 0.63862 -0.39254  2.767
N 2.67334 0.28758 2.54983  0.007
C 1.54736 0.30569 1.82706  0.000
S 1.77010 0.07674 0.09343  0.085
N 0.42587 0.47913 2.50233  0.004
N -0.64420 0.48246 1.67310  0.051
C -1.82317 0.68083 2.10780  -0.016
C -2.85383 0.61237 0.98914  -0.052
C -4.29489 0.95930 1.24896  0.273
C -5.11941 0.96015 0.17796  -0.077
C -4.61819 0.77050 -1.14904  0.420
C -3.43602 0.10356 -1.53492  0.032
N -2.86839 -0.94838 -0.88536  0.000
H 3.56857 0.20547 2.10520  0.000
H 2.61573 0.42457 3.54520  -0.002
H -2.07094 0.84193 3.15172  0.001
H -4.64437 1.16540 2.25209  -0.010
H -6.15290 1.26267 0.28201  0.016
H -5.13568 1.27026 -1.95887  -0.004
H -3.05721 0.26533 -2.53650  0.007
N -6.08052 5.77505 2.67415  0.001
C -5.09623 5.15072 1.97192  0.004
C -3.93413 4.69783 2.61937  -0.002
C -2.94881 4.05018 1.90907  -0.004
C -3.10727 3.83687 0.53888  0.005
C -4.25236 4.28209 -0.11924  0.012
C -5.23416 4.93386 0.58906  -0.005
S -1.93104 2.90970 -0.30563  -0.012
O -0.64478 2.98878 0.35432  0.043
O -1.98756 3.16773 -1.71545  0.008
N -2.32061 1.29941 -0.21238  0.320
C -2.91267 -0.85584 0.53200  0.050
N -1.47594 -1.15857 -1.20563  0.030
C -1.09000 -2.36457 -0.95125  0.013
C -1.85792 -3.38817 -0.29380  0.009
C -2.70132 -3.11926 0.72849  -0.002
N -2.89848 -1.86887 1.27895  0.024
H -5.89798 6.08850 3.61087  0.000
H -6.81182 6.25692 2.18247  0.000
H -3.80407 4.88287 3.67824  0.000
H -2.04086 3.72928 2.40476  -0.001
H -4.35183 4.13687 -1.18711  0.004
H -6.11460 5.30246 0.07767  0.000
H -0.05549 -2.55721 -1.21976  0.000
H -1.58730 -4.41831 -0.48041  0.000
H -3.14589 -3.93603 1.28284  0.001


No. 3
DFT (the ωB97M-V functional and the def2-TZVPD basis) results for a molecular structure, CHBrNO2 in a non-equilibrium geometry.

multiplicity = 1
net charge = -1

Each line ends with the natural charge from an NBO analysis.
Atoms and positions in Å:
C 0.46770 -0.16038 0.35018  -0.232
N -0.68215 -0.17750 -0.34186  0.314
O -0.76869 0.64463 -1.25659  -0.493
O -1.38521 -1.19659 -0.30660  -0.519
Br 0.01610 -0.82178 1.97973  -0.034
H 2.35226 1.71162 -0.42486  -0.036


No. 4
DFT (the ωB97M-V functional and the def2-TZVPD basis) results for a molecular structure, C37H31ClN2O7PSSiY.

multiplicity = 1

Each line ends with the Löwdin charge.
Atoms and positions in Å:
Y 0.71283 -0.05738 -0.03154  1.361
O 3.25464 -2.22134 2.46436  -0.257
S 2.21897 -1.27973 2.20040  0.481
O 2.63099 -0.03574 1.49779  -0.454
O 1.06495 -1.79198 1.40619  -0.417
C 1.48222 -0.84060 3.77429  -0.250
C 1.86368 -1.61441 4.85995  -0.043
C 1.26917 -1.42204 6.09744  -0.051
C 0.29128 -0.45313 6.25124  -0.055
C -0.07398 0.33219 5.16967  -0.074
C 0.51056 0.15145 3.91796  -0.316
P 0.10913 1.33251 2.57963  1.074
C -1.67523 1.61607 2.63160  -0.383
C -2.55491 0.55160 2.81602  -0.084
C -3.91218 0.72574 2.58984  -0.058
C -4.40321 1.95882 2.18602  -0.063
C -3.53174 3.02426 2.00685  -0.068
C -2.17288 2.85147 2.21498  -0.116
C 0.91681 2.82277 3.25055  -0.366
C 2.28607 2.95015 3.01419  -0.100
C 2.98713 4.01697 3.55397  -0.074
C 2.32666 4.96917 4.31731  -0.074
C 0.96552 4.84587 4.55246  -0.067
C 0.26158 3.77258 4.02817  -0.089
H 2.61918 -2.37074 4.71967  0.113
H 1.57032 -2.03414 6.93515  0.112
H -0.18124 -0.29872 7.21101  0.110
H -0.82305 1.10375 5.29789  0.112
H -2.18087 -0.42032 3.11286  0.116
H -4.58436 -0.11103 2.71688  0.114
H -5.45837 2.08691 1.99239  0.115
H -3.90842 3.98335 1.67727  0.116
H -1.49972 3.68501 2.04518  0.101
H 2.80212 2.20561 2.41925  0.095
H 4.05025 4.10219 3.37722  0.109
H 2.87268 5.80485 4.73089  0.106
H 0.44899 5.58323 5.14973  0.107
H -0.79952 3.68067 4.22349  0.101
O -5.10141 1.32694 -1.35651  0.129
C -4.42826 2.46195 -1.38553  -0.518
O -4.96859 3.53389 -1.48466  0.082
C -2.94245 2.37507 -1.29339  -0.048
C -2.07022 3.44370 -1.43366  -0.582
Cl -2.35297 5.06011 -1.83789  0.844
N -0.82092 3.00676 -1.18294  -0.062
N -0.83497 1.69873 -0.86085  0.062
C -2.10258 1.31039 -0.93006  -0.124
C -2.35942 -0.15543 -0.68569  -0.540
O -3.47615 -0.62053 -0.86352  0.093
O -1.30686 -0.78708 -0.33368  -0.145
C 0.40664 3.71709 -1.35242  -0.230
C 0.78050 4.12916 -2.62076  -0.032
C 1.96983 4.82311 -2.76997  -0.061
C 2.76970 5.08283 -1.66491  -0.075
C 2.38707 4.65256 -0.40362  -0.057
C 1.18976 3.97303 -0.24047  -0.005
H -4.51581 0.51769 -1.27209  0.064
H 0.14505 3.90881 -3.46884  0.122
H 2.27862 5.14947 -3.75219  0.113
H 3.70044 5.61624 -1.79118  0.111
H 3.00755 4.85333 0.45826  0.105
H 0.85390 3.65934 0.74318  0.088
C 1.66495 0.60077 -4.03733  -0.257
Si 2.41380 0.17272 -2.33992  0.507
C 3.86667 1.38580 -2.10719  -0.236
C 3.21921 -1.54325 -2.50702  -0.330
C 3.06878 -2.36048 -3.62815  -0.111
C 3.62475 -3.63165 -3.67782  -0.097
C 4.34563 -4.11917 -2.59894  -0.100
C 4.50641 -3.32687 -1.47055  -0.089
C 3.94797 -2.05921 -1.42912  -0.126
H 2.41379 0.59610 -4.83178  0.027
H 1.22662 1.59944 -4.00572  -0.012
H 0.87154 -0.09153 -4.31836  0.015
H 4.61639 1.24645 -2.88950  0.028
H 4.35800 1.25223 -1.14330  0.013
H 3.51467 2.41674 -2.15721  -0.013
H 2.50904 -2.00240 -4.48258  0.087
H 3.49344 -4.24299 -4.56072  0.097
H 4.77572 -5.11098 -2.63444  0.097
H 5.05914 -3.69836 -0.61913  0.101
H 4.08238 -1.45898 -0.53266  0.083


Sequential electronic energy output: -238353.130 -93191.630 -76673.821 -97757.493 eV
Sequential relative energy (zero: lowest compared OMol25 entry of this formula, charge and spin) output: 79.2 95.7 188.1 0.0 kcal/mol